A cluster of 3 separate species, C28H50ClIN5O2P2S2 in total. Source: the OMol25 dataset; level of theory: ωB97M-V/def2-TZVPD.

ORCA input file:
```
! wB97M-V def2-TZVPD RIJCOSX def2/J DEFGRID3
* xyz 1 1
C 3.21611 -2.57779 0.60054
C 4.37845 -2.25305 -0.33671
C 4.97747 -0.84648 -0.11887
C 4.54015 0.13334 -1.22667
C 4.30242 1.59678 -0.73405
C 2.95483 2.10761 -1.17817
C 1.81428 1.76617 -0.42390
C 1.99772 0.88532 0.78056
C 2.23758 1.70562 2.07459
C 0.53993 2.23524 -0.81937
C -0.65742 1.83768 0.00831
C -1.52235 2.94662 0.64684
C -2.95119 2.45624 0.87845
S -4.00847 2.27000 -0.58625
C -4.30065 0.54461 -0.84884
S -5.82223 0.12657 -1.22356
N -3.24660 -0.40001 -0.77703
C -3.22979 -1.32435 -1.90520
C -2.98955 -0.64195 -3.25449
C -3.20326 -1.10203 0.52159
C -1.76568 -1.40903 0.97712
C 0.47278 3.02540 -1.98172
I -1.40222 3.66335 -2.65772
C 1.62041 3.35289 -2.70583
P 1.65440 4.45897 -4.26775
O 0.53252 3.68711 -5.14637
Cl 0.75486 6.20261 -3.57320
N 2.85024 2.87288 -2.29514
P 4.26653 3.38110 -3.36067
N 5.27115 2.04345 -3.41760
O 5.03972 4.34722 -2.30675
H 3.11379 -3.65845 0.67968
H 2.26154 -2.22833 0.20909
H 3.36415 -2.18671 1.60433
H 4.04042 -2.34517 -1.36668
H 5.17128 -2.98176 -0.18668
H 4.71335 -0.47499 0.87052
H 6.06106 -0.92715 -0.13311
H 3.63542 -0.21551 -1.72328
H 5.31576 0.13333 -1.97946
H 4.33934 1.59275 0.34738
H 5.06573 2.27036 -1.10259
H 2.84844 0.23510 0.65313
H 1.16031 0.21755 0.91332
H 2.43855 2.75313 1.86404
H 3.09393 1.28836 2.59969
H 1.38797 1.62689 2.74898
H -1.31349 1.23624 -0.63493
H -0.35734 1.20394 0.82078
H -1.12060 3.12246 1.64652
H -1.46817 3.89419 0.12651
H -2.95013 1.50474 1.40268
H -3.46840 3.15787 1.52715
H -4.10285 -1.97422 -1.92725
H -2.38280 -1.99031 -1.73364
H -2.01610 -0.92299 -3.64760
H -3.03743 0.44079 -3.18916
H -3.70975 -1.02257 -3.97301
H -3.71635 -2.05776 0.39640
H -3.71608 -0.49698 1.25932
H -1.03814 -0.85918 0.39140
H -1.65639 -1.18439 2.03548
H -1.54256 -2.46425 0.84278
H -0.13974 4.30281 -5.47046
H 5.52453 1.84892 -4.37807
H 6.12624 2.20096 -2.88993
H 4.99552 5.23629 -2.68364
C -8.24961 -4.48593 -2.28992
C -7.07488 -5.06953 -1.51361
C -5.83190 -4.17124 -1.55356
C -5.37056 -3.98372 -2.93058
N -5.02615 -3.85316 -4.01245
H -8.01366 -4.38065 -3.34945
H -9.11942 -5.13716 -2.21129
H -8.52755 -3.50381 -1.90285
H -6.82543 -6.05230 -1.91690
H -7.36478 -5.21492 -0.47168
H -5.02327 -4.61790 -0.97272
H -6.05151 -3.19130 -1.12339
C 0.88042 -0.30585 6.20216
C 2.08761 -0.95463 6.86967
C 3.32823 -0.05256 6.86536
C 3.73836 0.27266 5.49992
N 4.04469 0.52683 4.42894
H 1.07333 -0.09956 5.14736
H 0.01508 -0.96593 6.25457
H 0.61726 0.63362 6.69149
H 2.32034 -1.89377 6.36498
H 1.84214 -1.20012 7.90328
H 4.16206 -0.54679 7.36405
H 3.12611 0.87970 7.39478
*
```

Calculated values
Highest occupied orbital energy (eV): -10.25
E_tot (hartree): -3757.92980

Atom charges from the Mulliken analysis, given in e for atoms 1 to 5: -1.101, -0.554, -0.799, -0.795, -1.779

***

A structure of composition C28H50FI3NO18. Source: the OMol25 dataset; level of theory: ωB97M-V/def2-TZVPD.

ORCA input file:
```
! wB97M-V def2-TZVPD RIJCOSX def2/J DEFGRID3
* xyz 1 1
C -4.70606 -0.20083 0.90704
C -3.92199 -1.35002 1.44986
O -4.15820 -1.95448 2.45906
O -2.84480 -1.65168 0.68171
C -2.32272 -2.97298 0.87097
C -1.23186 -3.16147 -0.16657
C -0.21721 -2.01173 -0.17268
O -0.16455 -1.51889 -1.49891
C 0.70960 -0.43336 -1.74382
C -0.09099 0.78479 -2.20835
C -1.24745 1.14955 -1.30927
F -0.57739 0.45570 -3.46854
C 1.52263 -0.05013 -0.52726
N 2.16878 -1.25951 0.11863
C 2.90414 -0.88190 1.35096
I 1.88334 0.31716 2.69921
C 4.15530 -1.31593 1.49361
C 4.87510 -2.23519 0.54493
I 5.31844 -0.67358 3.06241
C 1.18352 -2.45783 0.22681
I 1.21708 -3.40627 2.13138
H -4.68497 -0.18562 -0.17923
H -4.29191 0.73769 1.27396
H -5.73016 -0.29964 1.25555
H -1.95844 -3.11739 1.88823
H -3.12150 -3.69877 0.71338
H -1.68808 -3.17530 -1.15675
H -0.74967 -4.12908 -0.03029
H -0.56735 -1.25095 0.53248
H 1.37389 -0.71713 -2.56606
H 0.59031 1.63499 -2.31657
H -1.91473 0.30033 -1.17113
H -0.89908 1.48011 -0.32937
H -1.79913 1.96995 -1.75428
H 0.91954 0.44978 0.21529
H 2.33979 0.59758 -0.84173
H 2.86885 -1.55665 -0.55983
H 5.46517 -2.95284 1.11155
H 5.56566 -1.66543 -0.07943
H 4.20608 -2.82156 -0.08717
H 1.52635 -3.20614 -0.48486
C 2.22694 4.75786 -1.79250
O 3.51968 4.15250 -1.63278
C 3.55020 3.04269 -0.92460
O 2.60852 2.48298 -0.41247
O 4.80984 2.59212 -0.89438
C 4.95568 1.41780 -0.10196
H 2.39531 5.64145 -2.39729
H 1.55288 4.07802 -2.30889
H 1.81515 5.03075 -0.82384
H 4.27413 0.64667 -0.46054
H 4.75675 1.63009 0.94573
H 5.98508 1.08976 -0.22027
C -2.83886 3.07405 -4.09390
O -4.11831 3.17980 -3.46786
C -4.81045 4.26766 -3.82249
O -4.43345 5.11339 -4.58716
O -5.97413 4.24591 -3.18241
C -6.82854 5.35998 -3.47520
H -2.39868 2.15435 -3.73093
H -2.93570 3.01400 -5.17589
H -2.20887 3.92289 -3.82964
H -7.07337 5.38390 -4.53445
H -6.34975 6.29328 -3.18792
H -7.72630 5.20222 -2.88674
C -4.04821 -5.03612 3.37499
O -3.84828 -6.39876 2.98209
C -2.87567 -7.01989 3.64533
O -2.15310 -6.51623 4.46735
O -2.83059 -8.28423 3.23860
C -1.83435 -9.08295 3.88654
H -4.83383 -4.64713 2.73656
H -4.35472 -4.97439 4.41672
H -3.13887 -4.45753 3.23261
H -2.01621 -9.12580 4.95790
H -0.84047 -8.68141 3.69961
H -1.92566 -10.07306 3.45227
C 4.22839 4.61701 -8.17340
O 4.71797 3.51213 -7.40074
C 4.28924 3.48344 -6.14806
O 3.54619 4.27430 -5.62716
O 4.81946 2.41431 -5.54397
C 4.44012 2.29736 -4.17536
H 4.66418 4.49849 -9.15961
H 3.14306 4.58660 -8.23594
H 4.54597 5.55933 -7.73321
H 3.35655 2.20544 -4.08386
H 4.78473 3.15369 -3.60320
H 4.92244 1.39429 -3.80810
C -0.30278 2.16899 8.04236
O -0.02615 1.38102 6.87542
C -0.28240 0.08357 7.02279
O -0.70365 -0.45069 8.01063
O 0.01298 -0.53125 5.87272
C -0.21843 -1.94496 5.88577
H -0.04898 3.18923 7.77384
H -1.35536 2.10085 8.30667
H 0.30766 1.83752 8.87903
H -1.26693 -2.17060 6.06593
H 0.39566 -2.43359 6.63918
H 0.07102 -2.26841 4.89116
*
```

Calculated values
Highest occupied orbital energy (eV): -12.30
E_tot (hartree): -3498.69830
Relative energy (zero: lowest compared OMol25 entry of this formula, charge and spin) (eV): 0.0000

Atom charges from the Mulliken analysis, given in e for atoms 1 to 5: -1.148, 0.687, -0.535, -0.224, -0.164